Computed, not measured: the molecule C4H3ClN2S at a distorted geometry, with ωB97M-V/def2-TZVPD.

HOMO = -9.559 eV
LUMO = 0.203 eV
structure (SMILES) = N#C[C@@H]1SN=C[C@H]1Cl
maximum force = 2.68 eV/A
total charge = 0
DFT total energy = -30532.8425 eV
ΔE to the lowest compared entry with this formula, charge and spin = 118.6 kJ/mol

Cartesian coordinates (Å):
N1 -2.343337 -1.803401 0.225211
C1 -1.560520 -1.037985 0.528268
C2 -0.655955 0.046901 0.738402
S1 -1.193974 1.668166 -0.035917
N2 0.105584 1.702111 -1.022816
C3 0.936135 0.745114 -1.025133
C4 0.675954 -0.391407 -0.022011
Cl1 2.179238 -0.520319 0.987405
H1 -0.403830 0.076092 1.768717
H2 1.873838 0.764456 -1.498999
H3 0.386866 -1.249726 -0.643128

Atomic forces in eV per Å
N -1.0 -1.4 -0.2
C -0.4 1.0 0.0
C 1.7 -0.6 -0.7
S 0.1 -1.1 0.9
N 1.2 0.5 -1.4
C -1.6 0.0 2.1
C -0.6 1.6 -0.9
Cl -1.1 -0.4 -0.4
H 0.0 0.6 1.1
H 0.9 0.2 -1.1
H 1.0 -0.5 0.7

Computed, not measured: a structure of composition C4H3ClNS at a distorted geometry, with ωB97M-V/def2-TZVPD.

HOMO = -14.941 eV
LUMO = -6.723 eV
maximum force = 5.63 eV/A
total charge = +1
DFT total energy = -29033.6677 eV
ΔE to the lowest compared entry with this formula, charge and spin = 16.0 kJ/mol

Cartesian coordinates (Å):
C1 -1.190722 -0.410616 0.355751
C2 -1.111491 1.024440 0.541068
C3 1.190300 0.240649 -0.247679
C4 0.909736 -1.032418 -0.528221
N1 -0.295957 -1.214431 -0.204139
S1 0.479125 1.692132 0.344307
Cl1 2.784941 0.590088 -0.326188
H1 -2.238874 -0.887597 0.374632
H2 -1.932474 1.804679 0.696265
H3 1.405417 -1.806926 -1.005796

Atomic forces in eV per Å
C -3.1 1.8 -0.8
C 0.6 -0.6 -0.4
C 3.6 3.6 0.7
C -2.1 1.6 0.3
N -4.7 -2.8 1.4
S -2.4 -2.6 -0.5
Cl 3.7 0.8 -0.5
H 1.7 0.9 0.5
H 1.0 -1.7 0.1
H 1.6 -1.0 -0.8

Computed, not measured: the molecule C4H3ClO at a distorted geometry, with ωB97M-V/def2-TZVPD.

HOMO = -9.501 eV
LUMO = 0.345 eV
maximum force = 6.51 eV/A
total charge = 0
DFT total energy = -18761.5945 eV
ΔE to the lowest compared entry with this formula, charge and spin = 391.1 kJ/mol

Cartesian coordinates (Å):
C1 0.513249 1.630211 1.319175
C2 0.192068 0.158276 0.947691
C3 -0.263727 -0.149136 -1.425956
C4 0.189586 -0.780725 -0.345442
O1 -0.684861 1.305793 1.014230
Cl1 0.355900 -0.763462 2.492468
H1 -0.233701 -0.632544 -2.449999
H2 -0.696755 0.904987 -1.430137
H3 0.628241 -1.673399 -0.122030

Atomic forces in eV per Å
C 0.7 -1.0 -1.3
C 0.8 -0.8 0.2
C -0.2 -0.3 -1.8
C -1.2 6.2 1.7
O -1.0 -0.6 0.3
Cl -0.6 0.1 -0.6
H -0.1 0.5 1.4
H 0.8 -1.6 0.3
H 0.9 -2.4 -0.2

Computed, not measured: the molecule C4H3ClO2S at a distorted geometry, with ωB97M-V/def2-TZVPD.

HOMO = -9.355 eV
LUMO = 0.462 eV
structure (SMILES) = O=C1O/C(=C/Cl)CS1
maximum force = 2.41 eV/A
total charge = 0
DFT total energy = -31648.8307 eV
ΔE to the lowest compared entry with this formula, charge and spin = 0.0 kJ/mol

Cartesian coordinates (Å):
O1 3.038324 -0.988579 -0.143420
C1 1.986100 -0.454956 -0.054590
O2 0.804070 -1.162586 0.035860
C2 -0.294430 -0.376968 0.073127
C3 -1.550922 -0.869496 0.014541
Cl1 -2.898518 0.190984 -0.110306
C4 -0.057450 1.101139 0.060894
S1 1.753009 1.297354 -0.054655
H1 -1.848977 -1.871197 0.008559
H2 -0.528667 1.587982 -0.795999
H3 -0.402534 1.546320 0.965990

Atomic forces in eV per Å
O 0.0 -0.3 0.1
C 0.2 0.1 -0.1
O 0.5 0.0 0.2
C -2.4 0.0 -0.5
C 1.6 1.2 0.1
Cl -0.1 0.3 0.1
C 1.0 0.2 -0.6
S -0.6 -0.3 0.1
H 0.1 -1.4 0.0
H 0.0 -0.1 0.2
H -0.4 0.4 0.6

Computed, not measured: the molecule C4H3ClS3 at a distorted geometry, with ωB97M-V/def2-TZVPD.

HOMO = -7.978 eV
LUMO = -1.104 eV
maximum force = 4.85 eV/A
total charge = 0
DFT total energy = -49220.2491 eV
ΔE to the lowest compared entry with this formula, charge and spin = 386.2 kJ/mol

Cartesian coordinates (Å):
C1 1.711470 0.393487 0.306165
C2 1.569207 -0.950826 -0.084181
C3 0.600808 1.138971 0.176590
C4 -0.547425 0.130984 -1.231185
S1 0.031441 -1.425051 -0.838435
S2 -2.740716 -0.350065 0.685665
S3 -2.216420 0.568826 -1.015795
Cl1 0.390066 2.776669 0.437416
H1 2.573841 0.748957 0.877444
H2 2.283693 -1.753761 0.365255
H3 -3.655968 -1.278186 0.321063

Atomic forces in eV per Å
C 0.4 -0.9 0.6
C -0.6 -1.9 0.7
C -2.7 -1.2 -3.8
C 1.9 1.9 3.7
S 2.7 1.0 0.7
S -0.7 -0.4 1.6
S 0.4 0.0 -1.4
Cl 0.0 0.3 0.1
H -0.1 -0.3 -0.3
H -1.5 1.3 -1.5
H 0.3 0.2 -0.3

Computed, not measured: a structure of composition C4H3CoO2 at a distorted geometry, with ωB97M-V/def2-TZVPD.

HOMO (alpha / beta) = -12.778 / -12.767 eV
LUMO (alpha / beta) = -5.159 / -6.363 eV
multiplicity = 4
maximum force = 6.48 eV/A
total charge = +1
expectation value of S² = 3.813
DFT total energy = -45902.9180 eV
ΔE to the lowest compared entry with this formula, charge and spin = 0.0 kJ/mol

Cartesian coordinates (Å):
C1 0.223654 2.534382 -0.472344
C2 -0.112244 1.370802 -0.334814
C3 -0.582049 0.034652 -0.330147
C4 0.254384 -0.968811 -0.056103
H1 -1.465634 -1.517429 0.369828
H2 1.231431 -0.954932 0.442513
O1 0.748697 3.728373 -0.614823
H3 0.122976 4.346715 -1.012793
O2 -0.523453 -2.075947 0.438520
Co1 -0.076582 -3.500743 1.256747

Atomic forces in eV per Å
C 0.6 1.2 -0.4
C -1.4 -1.4 -0.7
C 3.8 2.6 0.2
C -1.6 0.5 1.6
H 2.5 -2.6 0.4
H -0.1 0.1 -1.1
O -0.6 -1.5 0.7
H -0.1 0.1 -0.3
O -4.0 4.5 -2.4
Co 1.0 -3.6 1.9

Computed, not measured: a structure of composition C4H3CuLiO2 at a distorted geometry, with ωB97M-V/def2-TZVPD.

HOMO (alpha / beta) = -5.368 / -8.210 eV
LUMO (alpha / beta) = -0.802 / -1.059 eV
multiplicity = 2
maximum force = 2.83 eV/A
total charge = 0
expectation value of S² = 0.753
DFT total energy = -53131.9222 eV
ΔE to the lowest compared entry with this formula, charge and spin = 37.3 kJ/mol

Cartesian coordinates (Å):
Cu1 -2.966912 0.487559 0.243531
O1 -1.133413 0.083781 -0.159454
C1 -0.211607 1.090306 -0.445045
H1 -0.020829 1.302341 -1.514082
H2 -0.532305 2.049860 0.005402
C2 2.233289 1.083824 0.793636
C3 1.102748 0.714379 0.149501
C4 1.594311 -0.187346 1.136553
O2 1.759462 -1.280257 1.649873
Li1 -0.995228 -1.601797 -0.752025
H3 2.810346 1.975687 1.041339

Atomic forces in eV per Å
Cu -0.5 -0.1 0.0
O 0.8 -0.4 -0.9
C 0.2 0.5 -0.2
H -0.4 -0.1 0.0
H 0.3 -0.2 -0.2
C -0.9 -0.2 0.5
C -0.7 0.1 1.6
C 2.6 -0.4 -1.1
O -1.0 0.9 -0.1
Li -0.2 0.5 0.5
H 0.0 -0.3 -0.3

Computed, not measured: the molecule C4H3F at a distorted geometry, with ωB97M-V/def2-TZVPD.

HOMO = -8.666 eV
LUMO = -0.512 eV
maximum force = 3.06 eV/A
total charge = 0
DFT total energy = -6907.0319 eV
ΔE to the lowest compared entry with this formula, charge and spin = 414.5 kJ/mol

Cartesian coordinates (Å):
C1 0.854604 0.417692 0.451051
C2 -0.420750 0.652957 -0.324664
C3 -0.771268 -0.441334 0.222789
C4 1.433427 1.450579 1.229066
F1 2.782885 1.157885 1.483300
H1 1.411126 -0.268084 -0.051184
H2 -0.893898 1.359111 -0.997733
H3 -0.867770 -1.343713 0.741368

Atomic forces in eV per Å
C -1.5 0.4 -0.3
C -1.2 0.0 -0.4
C 2.0 2.0 1.0
C 0.5 0.2 1.2
F -2.0 -0.1 -0.8
H 2.3 -1.7 -1.1
H 0.5 0.1 0.1
H -0.6 -0.9 0.3

Computed, not measured: the molecule C4H3F2N3O4 at a distorted geometry, with ωB97M-V/def2-TZVPD.

HOMO (alpha / beta) = -11.304 / -11.304 eV
LUMO (alpha / beta) = -1.784 / -1.783 eV
maximum force = 3.26 eV/A
total charge = 0
DFT total energy = -22281.9312 eV
ΔE to the lowest compared entry with this formula, charge and spin = 95.0 kJ/mol

Cartesian coordinates (Å):
C1 2.440183 0.483777 -3.496710
C2 -0.053647 0.764140 -1.572783
C3 -0.706231 -0.118654 0.484542
C4 0.106697 1.971369 -2.357477
N1 3.534367 0.236497 -3.229269
N2 -0.363173 3.074006 -1.643432
N3 0.525473 1.992386 -3.578644
O1 0.385804 2.727746 -4.478793
O2 -0.013284 -0.360856 -2.003042
O3 1.332611 0.753167 -4.034926
O4 -0.485591 1.060381 -0.337545
F1 -1.542926 3.496432 -2.203952
F2 0.420392 4.189778 -1.812505
H1 -1.043996 0.415029 1.350825
H2 0.217204 -0.570222 0.560994
H3 -1.487615 -0.671715 -0.029953

Atomic forces in eV per Å
C 1.4 0.2 0.3
C -1.0 -1.8 0.9
C -1.9 2.4 -1.2
C 0.7 -0.1 0.6
N 0.0 -0.1 0.5
N -0.4 1.6 0.4
N 0.3 -0.3 -0.7
O 0.1 0.9 -0.1
O 0.5 0.1 0.0
O -2.0 -0.1 -0.9
O 0.8 0.0 -0.9
F -0.8 0.0 -0.4
F 0.6 -0.1 -0.4
H -0.2 -0.7 0.9
H 1.6 -1.5 0.5
H 0.1 -0.5 0.5

Computed, not measured: the molecule C4H3F2NO3 at a distorted geometry, with ωB97M-V/def2-TZVPD.

HOMO = -7.769 eV
LUMO = -0.170 eV
maximum force = 3.65 eV/A
total charge = 0
DFT total energy = -17256.7142 eV

Cartesian coordinates (Å):
C1 1.753594 0.520084 0.064901
C2 1.346143 -0.801818 -0.007311
C3 -0.125639 1.516200 -0.552251
C4 -0.066776 -0.853203 -0.226902
N1 -0.782570 0.270273 -0.224728
O1 -0.529233 2.461710 0.215851
O2 -0.712266 -2.011257 -0.035209
O3 -2.214386 0.171360 -0.040738
F1 3.021521 0.893690 0.042028
F2 2.011519 -2.004314 0.190766
H1 -0.938489 2.094829 1.093024
H2 -0.139936 -2.703359 0.317032
H3 -2.623478 0.445811 -0.836469

Atomic forces in eV per Å
C -1.4 -0.4 -0.2
C 0.1 1.4 -0.4
C 1.7 -1.6 -1.4
C 0.0 -1.3 2.7
N -0.7 -1.1 -0.7
O -1.6 0.5 3.3
O -0.7 0.3 -0.8
O 2.7 -0.4 1.8
F -0.2 -0.3 0.0
F -0.6 1.0 -0.4
H 0.8 1.0 -1.8
H 0.4 0.2 -0.2
H -0.4 0.6 -1.8

Computed, not measured: the molecule C4H3F2NS at a distorted geometry, with ωB97M-V/def2-TZVPD.

HOMO = -9.689 eV
LUMO = 0.092 eV
structure (SMILES) = N#C[C@@]1(F)[C@H](S)[C@@H]1F
maximum force = 6.69 eV/A
total charge = 0
DFT total energy = -21953.2523 eV
ΔE to the lowest compared entry with this formula, charge and spin = 131.3 kJ/mol

Cartesian coordinates (Å):
N1 0.909228 -0.601204 -2.812796
C1 0.980436 -0.341761 -1.632144
C2 0.800278 -0.220145 -0.213645
F1 1.779384 -0.380664 0.583906
C3 -0.398450 0.748896 0.069396
S1 -0.228124 1.788481 1.641833
C4 -0.715795 -0.741870 0.113205
F2 -1.109182 -1.162220 1.359473
H1 -0.569078 1.585865 -0.709411
H2 -0.133713 0.526770 2.409386
H3 -1.314984 -1.202150 -0.809203

Atomic forces in eV per Å
N 0.5 1.7 6.0
C 0.1 -2.1 -6.3
C -5.4 0.3 -1.3
F 2.4 -0.3 1.9
C 1.6 2.4 0.1
S -0.2 -4.0 0.1
C -0.7 1.2 -1.9
F 0.7 -0.3 -1.0
H -0.3 -2.2 0.8
H -0.1 2.5 -0.9
H 1.4 0.8 2.4

Computed, not measured: a structure of composition C4H3F3O2PdS3, with ωB97M-V/def2-TZVPD.

HOMO = -0.840 eV
LUMO = 5.408 eV
maximum force = 0.68 eV/A
total charge = -2
DFT total energy = -52431.2409 eV

Cartesian coordinates (Å):
Pd1 0.112514 -0.649223 -0.327654
S1 -3.901642 -2.704768 -0.920362
C1 -2.479331 -1.855111 -0.643384
S2 -1.752741 -0.774140 -1.766303
S3 -1.543583 -1.984267 0.829482
C2 3.590809 -0.720405 -0.686701
O1 2.886096 -0.474102 -1.883331
C3 1.470306 -0.395024 -1.907345
O2 1.065952 -0.372848 -3.046785
H1 4.627831 -0.904710 -0.982312
H2 3.211980 -1.600951 -0.167117
H3 3.562852 0.123933 -0.008373
F1 2.127164 0.897635 1.288494
C4 1.258450 -0.187723 1.340039
F2 2.002284 -1.148333 2.002823
F3 0.374502 0.231284 2.326655

Atomic forces in eV per Å
Pd 0.6 -0.2 0.1
S 0.0 0.1 0.0
C -0.2 -0.2 0.4
S 0.2 -0.4 0.0
S -0.2 0.5 -0.5
C 0.0 -0.1 -0.1
O 0.0 0.1 0.0
C -0.1 0.1 0.0
O 0.0 0.3 0.0
H 0.0 0.0 0.0
H 0.0 0.0 0.1
H 0.0 0.1 0.0
F 0.0 0.0 0.0
C -0.5 0.0 0.1
F 0.1 0.0 -0.1
F 0.0 0.0 0.0

Copy entry 9 word for word.
Computed, not measured: the molecule C4H3F2N3O4 at a distorted geometry, with ωB97M-V/def2-TZVPD.

HOMO (alpha / beta) = -11.304 / -11.304 eV
LUMO (alpha / beta) = -1.784 / -1.783 eV
maximum force = 3.26 eV/A
total charge = 0
DFT total energy = -22281.9312 eV
ΔE to the lowest compared entry with this formula, charge and spin = 95.0 kJ/mol

Cartesian coordinates (Å):
C1 2.440183 0.483777 -3.496710
C2 -0.053647 0.764140 -1.572783
C3 -0.706231 -0.118654 0.484542
C4 0.106697 1.971369 -2.357477
N1 3.534367 0.236497 -3.229269
N2 -0.363173 3.074006 -1.643432
N3 0.525473 1.992386 -3.578644
O1 0.385804 2.727746 -4.478793
O2 -0.013284 -0.360856 -2.003042
O3 1.332611 0.753167 -4.034926
O4 -0.485591 1.060381 -0.337545
F1 -1.542926 3.496432 -2.203952
F2 0.420392 4.189778 -1.812505
H1 -1.043996 0.415029 1.350825
H2 0.217204 -0.570222 0.560994
H3 -1.487615 -0.671715 -0.029953

Atomic forces in eV per Å
C 1.4 0.2 0.3
C -1.0 -1.8 0.9
C -1.9 2.4 -1.2
C 0.7 -0.1 0.6
N 0.0 -0.1 0.5
N -0.4 1.6 0.4
N 0.3 -0.3 -0.7
O 0.1 0.9 -0.1
O 0.5 0.1 0.0
O -2.0 -0.1 -0.9
O 0.8 0.0 -0.9
F -0.8 0.0 -0.4
F 0.6 -0.1 -0.4
H -0.2 -0.7 0.9
H 1.6 -1.5 0.5
H 0.1 -0.5 0.5